Entry 1:
# C34H34N11O5Rb

A molecular structure, C34H34N11O5Rb (ωB97M-V/def2-TZVPD, the Open Molecules 2025 dataset).

- Multiplicity: 1
- Orbital gap: 5.27 eV
- ΔE to the lowest compared entry with this formula, charge and spin: 88.9 kJ/mol
- HOMO level: -1.54 eV
- Charge: -2
- DFT total energy: -63099.56803 eV

CARTESIAN COORDINATES (ANGSTROEM)
Rb (-0.270, 0.360, -0.530)
O (3.079, -2.078, 2.303)
C (2.561, -1.710, 1.212)
N (1.569, -2.205, 0.499)
C (1.044, -3.473, 0.822)
C (1.858, -4.485, 1.350)
C (1.396, -5.775, 1.576)
C (0.073, -6.086, 1.291)
C (-0.763, -5.106, 0.768)
C (-0.312, -3.793, 0.518)
N (-1.114, -2.767, -0.017)
C (-2.340, -2.993, -0.459)
O (-3.081, -4.004, -0.440)
C (-2.934, -1.805, -1.191)
C (-2.982, -1.859, -2.587)
C (-3.489, -0.787, -3.288)
C (-3.983, 0.307, -2.585)
C (-3.930, 0.266, -1.207)
N (-3.405, -0.755, -0.509)
C (3.247, -0.505, 0.582)
C (4.630, -0.543, 0.398)
C (5.263, 0.541, -0.180)
C (4.512, 1.659, -0.528)
C (3.155, 1.629, -0.276)
N (2.529, 0.570, 0.257)
H (2.875, -4.223, 1.607)
H (2.065, -6.523, 1.985)
H (-0.316, -7.082, 1.475)
H (-1.791, -5.336, 0.537)
H (-2.574, -2.728, -3.089)
H (-3.478, -0.784, -4.372)
H (-4.355, 1.188, -3.091)
H (-4.271, 1.116, -0.625)
H (5.173, -1.424, 0.716)
H (6.331, 0.521, -0.361)
H (4.964, 2.532, -0.983)
H (2.530, 2.488, -0.502)
O (0.887, 3.377, -4.654)
C (0.592, 2.440, -3.856)
N (-0.468, 2.285, -3.102)
C (-1.400, 3.373, -3.198)
C (-2.256, 3.488, -1.956)
C (-3.543, 4.030, -2.015)
C (-4.288, 4.154, -0.856)
C (-3.740, 3.731, 0.349)
C (-2.457, 3.208, 0.324)
N (-1.733, 3.091, -0.795)
C (1.647, 1.342, -3.689)
C (2.931, 1.560, -4.184)
C (3.911, 0.604, -3.963)
C (3.589, -0.551, -3.263)
C (2.279, -0.700, -2.837)
N (1.329, 0.217, -3.043)
H (-2.074, 3.268, -4.060)
H (-0.897, 4.336, -3.356)
H (-3.948, 4.332, -2.976)
H (-5.293, 4.560, -0.891)
H (-4.295, 3.790, 1.276)
H (-1.983, 2.842, 1.233)
H (3.117, 2.486, -4.711)
H (4.926, 0.767, -4.314)
H (4.326, -1.311, -3.038)
H (1.979, -1.585, -2.279)
C (-2.843, -2.579, 2.855)
N (-1.891, -1.509, 2.637)
C (-2.203, -0.203, 2.705)
N (-3.480, 0.088, 3.189)
O (-1.416, 0.699, 2.409)
H (-2.331, -3.527, 2.711)
H (-3.667, -2.552, 2.136)
H (-3.236, -2.541, 3.874)
H (-1.127, -1.730, 2.010)
H (-4.198, -0.566, 2.919)
H (-3.715, 1.042, 2.976)
C (2.519, 0.499, 4.124)
N (1.819, 1.348, 3.180)
C (1.757, 2.696, 3.218)
N (2.335, 3.275, 4.359)
O (1.273, 3.399, 2.338)
H (2.697, -0.469, 3.655)
H (1.943, 0.339, 5.044)
H (3.486, 0.934, 4.383)
H (1.385, 0.913, 2.387)
H (2.268, 2.738, 5.209)
H (2.016, 4.224, 4.456)

Results of the Löwdin charge analysis, in e, for atoms 1 through 8: 0.6941, -0.0728, -0.5342, 0.1024, -0.2191, -0.0504, -0.1405, -0.1442

Entry 2:
# C4H8OS

A single C4H8OS molecule at a distorted geometry (ωB97M-V/def2-TZVPD, the Open Molecules 2025 dataset).

- Multiplicity: 1
- Orbital gap: 9.97 eV
- ΔE to the lowest compared entry with this formula, charge and spin: 209.9 kJ/mol
- HOMO level: -9.06 eV
- Charge: 0
- DFT total energy: -17158.27446 eV
- Structure (SMILES): SCC1COC1

CARTESIAN COORDINATES (ANGSTROEM)
S (-2.640, 0.174, -0.243)
C (-1.111, -0.614, -0.324)
C (-0.004, -0.148, 0.519)
C (1.391, -0.725, 0.014)
O (1.573, 0.400, -0.757)
C (0.572, 1.177, -0.002)
H (-2.336, 0.853, 0.889)
H (-1.208, -1.662, -0.313)
H (-0.744, -0.480, -1.336)
H (-0.181, -0.190, 1.614)
H (1.368, -1.563, -0.598)
H (2.207, -0.794, 0.648)
H (1.191, 1.831, 0.659)
H (-0.078, 1.740, -0.772)

Results of the Löwdin charge analysis, in e, for atoms 1 through 8: 0.7605, -0.6641, -0.3108, -0.1699, -0.1424, -0.1161, -0.1134, 0.0653

Entry 3:
# C3HO2Tl

A molecular structure, C3HO2Tl at a distorted geometry (ωB97M-V/def2-TZVPD, the Open Molecules 2025 dataset).

- Multiplicity: 2
- Orbital gap (spin up / spin down): 9.57 / 7.70 eV
- ΔE to the lowest compared entry with this formula, charge and spin: 0.0 kJ/mol
- HOMO level (spin up / spin down): -14.49 / -14.05 eV
- ⟨S²⟩: 0.761
- Charge: +1
- DFT total energy: -11904.83892 eV

CARTESIAN COORDINATES (ANGSTROEM)
C (-2.258, 0.541, -2.704)
C (0.806, 0.292, 1.751)
O (-1.773, -0.104, -1.910)
O (2.107, -0.368, -0.093)
C (1.793, 0.167, 0.903)
Tl (-0.925, -1.666, -0.092)
H (0.249, 1.138, 2.145)

Atom-resolved charges from Löwdin, all expressed in e: 0.1116, 0.0988, -0.2026, 0.1047, -0.2872, 1.1192, 0.0555

Entry 4:
# C5H14

2 unconnected molecules or ions with the total composition C5H14 (ωB97M-V/def2-TZVPD, the Open Molecules 2025 dataset).

- Multiplicity: 2
- Orbital gap (spin up / spin down): 2.73 / 12.02 eV
- ΔE to the lowest compared entry with this formula, charge and spin: 11.6 kJ/mol
- HOMO level (spin up / spin down): 1.54 / -7.66 eV
- ⟨S²⟩: 0.750
- Charge: -1
- DFT total energy: -5410.38863 eV

CARTESIAN COORDINATES (ANGSTROEM)
C (-2.763, -0.712, -0.409)
C (-2.941, 0.784, -0.103)
H (-3.426, -1.279, 0.240)
H (-2.945, -0.866, -1.474)
H (-1.749, -1.025, -0.188)
H (-2.813, 0.950, 0.966)
H (-3.933, 1.114, -0.414)
H (-2.139, 1.357, -0.569)
C (2.476, -0.008, -0.257)
C (1.112, -0.662, -0.452)
C (2.714, 0.596, 1.125)
H (3.263, -0.743, -0.435)
H (2.619, 0.755, -1.032)
H (1.107, -1.376, -1.283)
H (0.371, 0.097, -0.713)
H (3.757, 0.565, 1.437)
H (2.322, 1.616, 1.220)
H (0.788, -1.202, 0.445)
H (2.178, 0.038, 1.895)

Results of the Löwdin charge analysis, in e, for atoms 1 through 8: -0.2689, -0.3078, 0.0409, 0.0391, 0.0239, 0.0262, 0.0384, 0.0173